Record 1
Formula: C5H10NO2
Source: the OMol25 dataset
Level of theory: ωB97M-V with the def2-TZVPD basis set

## Properties
Total charge ... -1
Orbital gap ... 6.302 eV
SMILES string ... C[C@H](CC=O)NC[O-]

Each line ends with the natural charge from an NBO analysis.
Geometry (Å):
1 C -0.674 1.866 1.061  -0.606
2 C 0.078 0.825 0.213  -0.032
3 C -0.744 -0.403 -0.164  -0.570
4 C -1.688 -0.115 -1.300  0.471
5 O -2.629 -0.793 -1.627  -0.560
6 N 1.408 0.510 0.764  -0.691
7 C 1.805 -0.906 0.924  0.123
8 O 2.447 -1.372 -0.149  -0.957
9 H -1.703 1.855 0.664  0.177
10 H -0.839 1.568 2.103  0.197
11 H -0.160 2.822 1.067  0.204
12 H 0.250 1.399 -0.700  0.155
13 H -1.373 -0.751 0.660  0.220
14 H -0.037 -1.164 -0.492  0.300
15 H -1.510 0.852 -1.826  0.081
16 H 2.076 0.909 0.120  0.359
17 H 0.930 -1.505 1.290  0.063
18 H 2.411 -0.952 1.871  0.065


Record 2
Formula: C42H36Br2FN6O5S2W
Source: the OMol25 dataset
Level of theory: ωB97M-V with the def2-TZVPD basis set

## Properties
Total charge ... +1
Orbital gap (alpha / beta) ... 4.298 / 4.511 eV

Each line ends with the Mulliken charge.
Geometry (Å):
1 W 2.862 1.033 0.302  2.649
2 C 1.614 3.079 4.019  -1.735
3 C 2.523 2.458 3.004  1.646
4 N 2.189 2.457 1.758  0.255
5 N 1.032 3.225 1.517  -0.876
6 C 0.836 3.499 0.279  0.245
7 S 1.828 2.971 -1.029  -0.359
8 S -0.512 4.622 -0.109  -0.116
9 C -1.918 3.446 -0.109  -0.622
10 C -2.447 3.213 1.286  0.463
11 C -3.430 4.041 1.828  -0.499
12 C -3.873 3.854 3.133  -0.587
13 C -3.328 2.845 3.921  -0.711
14 C -2.337 2.023 3.394  -1.017
15 C -1.912 2.207 2.082  0.618
16 C 3.796 1.905 3.469  0.459
17 C 4.179 2.110 4.801  -0.936
18 C 5.368 1.628 5.295  -0.993
19 C 6.204 0.884 4.458  -0.528
20 C 5.863 0.691 3.139  -0.861
21 C 4.689 1.232 2.634  0.517
22 O 4.471 1.126 1.352  -0.471
23 H 0.598 3.096 3.653  0.306
24 H 1.909 4.117 4.213  0.317
25 H 1.662 2.517 4.950  0.588
26 H -1.565 2.532 -0.592  -0.204
27 H -2.670 3.923 -0.742  0.612
28 H -3.840 4.852 1.223  0.398
29 H -4.636 4.508 3.543  0.386
30 H -3.666 2.707 4.944  0.410
31 H -1.873 1.250 4.004  0.592
32 H -1.134 1.585 1.676  0.264
33 H 3.533 2.680 5.458  0.375
34 H 5.653 1.831 6.323  0.400
35 H 7.132 0.472 4.840  0.421
36 H 6.499 0.133 2.460  0.477
37 Br 6.416 2.780 -2.754  -0.136
38 C 6.061 0.986 -2.341  -0.322
39 C 6.879 -0.049 -2.850  -0.276
40 C 6.613 -1.354 -2.563  0.067
41 Br 7.713 -2.698 -3.316  -0.223
42 C 5.518 -1.714 -1.742  0.387
43 C 5.121 -3.020 -1.387  -0.702
44 C 4.015 -3.181 -0.621  -1.307
45 C 3.279 -2.062 -0.189  0.102
46 N 3.617 -0.855 -0.490  -0.129
47 C 4.732 -0.664 -1.242  0.104
48 C 4.994 0.688 -1.547  0.631
49 O 4.118 1.565 -1.115  -0.804
50 H 7.719 0.205 -3.485  0.441
51 H 5.693 -3.875 -1.728  0.368
52 H 3.687 -4.172 -0.332  0.467
53 H 2.394 -2.171 0.417  0.435
54 F -1.286 -0.484 -4.593  -0.377
55 C -1.508 -0.823 -3.303  0.388
56 C -0.552 -0.445 -2.393  -0.495
57 C -0.682 -0.785 -1.057  1.047
58 C 0.316 -0.429 -0.064  0.821
59 O 1.199 0.332 -0.370  -0.657
60 C 0.164 -0.928 1.275  0.838
61 C -0.963 -1.586 1.589  -0.616
62 N -1.976 -1.820 0.702  0.366
63 C -3.227 -2.407 1.159  -0.463
64 C -4.480 -1.585 1.059  -0.443
65 C -3.867 -1.864 2.395  -0.762
66 C -1.822 -1.492 -0.649  -0.583
67 C -2.785 -1.836 -1.587  -0.800
68 C -2.652 -1.529 -2.933  -0.792
69 N -3.726 -1.894 -3.811  0.238
70 C -3.701 -1.505 -5.232  -0.765
71 C -5.040 -1.913 -5.873  -0.729
72 N -6.070 -1.957 -4.774  -0.144
73 C -5.805 -3.147 -3.883  -0.794
74 C -4.290 -3.235 -3.663  -0.564
75 C 1.186 -0.661 2.318  -0.474
76 O 0.968 -0.876 3.492  -0.757
77 O 2.311 -0.214 1.839  -0.797
78 H 0.315 0.117 -2.720  0.615
79 H -1.121 -1.944 2.601  0.732
80 H -3.301 -3.474 0.982  0.413
81 H -5.402 -2.095 0.800  0.291
82 H -4.384 -0.578 0.662  0.273
83 H -4.361 -2.567 3.053  0.264
84 H -3.378 -1.042 2.895  0.166
85 H -3.688 -2.329 -1.244  0.637
86 H -2.890 -1.966 -5.793  0.446
87 H -3.584 -0.431 -5.297  0.511
88 H -5.009 -2.899 -6.323  0.331
89 H -5.343 -1.197 -6.626  0.389
90 H -7.018 -1.967 -5.130  0.330
91 H -5.940 -1.122 -4.210  0.369
92 H -6.191 -4.035 -4.374  0.365
93 H -6.345 -2.987 -2.956  0.458
94 H -3.836 -3.931 -4.378  0.328
95 H -4.104 -3.629 -2.675  0.410


Record 3
Formula: C3H4N2O2S
Source: the OMol25 dataset
Level of theory: ωB97M-V with the def2-TZVPD basis set

## Properties
Orbital gap ... 10.625 eV
SMILES string ... O=C/N=C\N(S)C=O

Each line ends with the natural charge from an NBO analysis.
Geometry (Å):
1 C -0.258 1.204 -0.170  0.513
2 C 0.299 -1.203 -0.294  0.338
3 C 2.432 -0.288 0.409  0.518
4 H -2.357 -0.561 1.393  0.120
5 H 0.771 1.378 -0.502  0.179
6 H -0.172 -2.110 -0.712  0.199
7 H 2.871 -0.590 1.397  0.132
8 N -0.615 -0.153 -0.090  -0.628
9 N 1.546 -1.225 -0.077  -0.502
10 O -1.039 2.093 0.070  -0.531
11 O 2.784 0.722 -0.163  -0.558
12 S -2.277 -0.579 0.041  0.220


Record 4
Formula: C16H19BN6ReS
Source: the OMol25 dataset
Level of theory: ωB97M-V with the def2-TZVPD basis set

## Properties
2S+1 ... 4
Total charge ... +2
Expectation value of S² ... 3.81
Orbital gap (alpha / beta) ... 5.401 / 4.654 eV

Each line ends with the natural charge from an NBO analysis.
Geometry (Å):
1 H -1.665 -2.908 -0.669  0.238
2 N -0.322 -1.490 -1.462  -0.400
3 B 1.240 -0.131 -2.921  0.518
4 N 0.275 -1.324 -2.671  -0.313
5 C -0.115 -2.316 -3.513  0.076
6 Re 0.108 -0.050 0.108  1.460
7 H 0.262 -2.350 -4.535  0.260
8 C -0.994 -3.153 -2.826  -0.302
9 H -1.494 -4.044 -3.203  0.274
10 C -1.091 -2.589 -1.538  0.029
11 H 1.662 -0.165 -4.054  0.011
12 C 0.547 1.343 1.570  -0.996
13 H 0.024 1.136 2.517  0.235
14 H 0.254 2.347 1.212  0.254
15 H 1.636 1.342 1.755  0.268
16 N 2.414 -0.223 -1.908  -0.311
17 N 0.467 1.193 -2.674  -0.308
18 N 2.174 -0.213 -0.572  -0.357
19 N -0.103 1.443 -1.467  -0.437
20 C 3.749 -0.341 -2.131  0.086
21 C 0.218 2.226 -3.520  0.060
22 H 4.137 -0.369 -3.149  0.264
23 H 0.597 2.205 -4.541  0.258
24 C 4.394 -0.409 -0.897  -0.297
25 C -0.539 3.178 -2.837  -0.307
26 C 3.357 -0.326 0.053  0.033
27 C -0.715 2.635 -1.548  0.017
28 H 5.463 -0.508 -0.711  0.277
29 H -0.911 4.127 -3.218  0.272
30 H 3.397 -0.344 1.143  0.245
31 H -1.247 3.033 -0.684  0.234
32 H 0.247 -1.130 1.235  -0.139
33 S -2.216 0.136 0.809  0.248
34 C -2.200 -0.049 2.618  -0.052
35 C -3.003 0.831 3.362  -0.182
36 C -3.076 0.728 4.756  -0.174
37 C -2.338 -0.251 5.424  0.002
38 C -1.545 -1.140 4.698  -0.206
39 C -1.488 -1.056 3.302  -0.117
40 H -3.588 1.590 2.859  0.258
41 H -3.707 1.404 5.317  0.264
42 H -2.390 -0.328 6.503  0.256
43 H -0.981 -1.906 5.217  0.261
44 H -0.893 -1.789 2.792  0.239


Record 5
Formula: C21H13F5LiN5O3S3
Source: the OMol25 dataset
Level of theory: ωB97M-V with the def2-TZVPD basis set

## Properties
Total charge ... -2
Orbital gap ... 5.695 eV

Each line ends with the natural charge from an NBO analysis.
Geometry (Å):
1 Li 1.571 -0.976 -0.541  0.856
2 O 0.193 -2.180 -0.696  -0.692
3 N -1.036 -2.349 -0.289  0.014
4 C -1.256 -2.354 1.050  0.016
5 C -2.498 -2.524 1.595  -0.305
6 C -3.581 -2.695 0.729  -0.219
7 C -3.360 -2.685 -0.625  -0.271
8 C -2.073 -2.511 -1.202  0.020
9 S -1.818 -2.501 -2.877  -0.383
10 H -0.363 -2.172 1.626  0.248
11 H -2.608 -2.498 2.670  0.207
12 H -4.585 -2.827 1.116  0.190
13 H -4.171 -2.809 -1.328  0.215
14 N 1.074 6.025 4.410  -0.812
15 C 1.094 4.740 3.812  0.150
16 C 0.206 3.753 4.232  -0.275
17 C 0.246 2.487 3.667  -0.152
18 C 1.179 2.191 2.690  -0.364
19 C 2.071 3.166 2.270  -0.090
20 C 2.032 4.435 2.828  -0.303
21 S 1.232 0.576 1.937  2.326
22 O 2.629 0.199 1.936  -0.975
23 O 0.346 -0.248 2.733  -0.991
24 N 0.820 0.752 0.414  -0.993
25 C -0.470 1.020 0.045  0.554
26 N -1.407 1.411 0.936  -0.530
27 C -2.651 1.513 0.485  0.080
28 C -3.012 1.248 -0.821  -0.385
29 C -1.960 0.928 -1.676  0.103
30 N -0.709 0.848 -1.273  -0.465
31 H 0.154 6.274 4.743  0.361
32 H 1.407 6.740 3.781  0.362
33 H -0.529 3.983 4.998  0.192
34 H -0.455 1.714 3.960  0.247
35 H 2.797 2.923 1.501  0.230
36 H 2.732 5.197 2.499  0.195
37 H -3.397 1.819 1.216  0.167
38 H -4.037 1.290 -1.159  0.204
39 H -2.136 0.721 -2.727  0.203
40 F 0.938 -3.810 -6.345  -0.318
41 C 1.545 -3.357 -5.228  0.219
42 C 1.176 -2.156 -4.665  0.319
43 F 0.213 -1.426 -5.249  -0.311
44 C 1.806 -1.712 -3.522  0.307
45 F 1.394 -0.541 -3.016  -0.299
46 C 2.836 -2.416 -2.886  -0.242
47 S 3.652 -1.826 -1.460  -0.503
48 C 3.168 -3.626 -3.493  0.290
49 F 4.148 -4.394 -2.983  -0.318
50 C 2.544 -4.092 -4.633  0.247
51 F 2.914 -5.270 -5.183  -0.323


Record 6
Formula: C11H22Si
Source: the OMol25 dataset
Level of theory: ωB97M-V with the def2-TZVPD basis set

## Properties
Orbital gap ... 8.361 eV
SMILES string ... CCC=[Si](C(C)C)C(C)C.C#C

Each line ends with the natural charge from an NBO analysis.
Geometry (Å):
1 C 2.460 3.228 -0.968  -0.226
2 C 2.065 2.808 0.104  -0.243
3 C 0.989 -2.358 -3.120  -0.612
4 C -1.372 -1.735 2.474  -0.611
5 C 1.023 -1.227 2.223  -0.636
6 C -2.250 1.672 -1.066  -0.626
7 C -0.920 2.290 0.978  -0.602
8 C 1.407 -1.547 -1.798  -0.439
9 C 0.524 -0.447 -1.443  -0.922
10 C -0.214 -1.728 1.478  -0.617
11 C -1.659 1.111 0.291  -0.625
12 Si -0.465 -0.402 -0.040  1.461
13 H 2.601 3.498 -1.975  0.232
14 H 0.940 -1.715 -4.084  0.203
15 H 1.690 -3.248 -3.388  0.206
16 H -0.018 -2.826 -2.967  0.207
17 H -1.621 -0.600 2.772  0.195
18 H -2.272 -2.230 2.080  0.215
19 H -1.164 -2.256 3.398  0.212
20 H 0.765 -0.310 2.896  0.205
21 H 1.864 -0.979 1.499  0.221
22 H 1.556 -1.994 2.872  0.213
23 H -3.230 2.078 -0.926  0.207
24 H -1.536 2.505 -1.195  0.227
25 H -2.485 0.825 -1.707  0.228
26 H -1.701 3.105 1.161  0.198
27 H -0.165 2.742 0.423  0.212
28 H -0.505 2.006 1.908  0.197
29 H 1.234 -2.273 -0.994  0.188
30 H 2.470 -1.176 -1.757  0.206
31 H 0.441 0.412 -2.198  0.236
32 H 1.816 2.691 1.122  0.233
33 H 0.008 -2.700 0.897  0.237
34 H -2.276 0.781 1.049  0.216


Going through the records in order, we get M values of 116.140 1131.567 132.144 524.456 581.499 182.383 g mol⁻¹.